Entry one
Computed, not measured: a cluster of 2 separate species, C2H6NO3 in total, with ωB97M-V/def2-TZVPD.

Results
HOMO-LUMO gap	8.3	eV
LUMO level	4.17	eV
E_HOMO	-4.112	eV

ORCA input file:
```
! wB97M-V def2-TZVPD RIJCOSX def2/J DEFGRID3
* xyz -1 1
O 2.61324 0.21629 -0.29134
C 1.39787 -0.01011 -0.25394
O 0.77919 -1.11718 -0.26661
C 0.44395 1.23849 -0.24171
N -0.65323 1.21753 0.74857
H 1.00145 2.16945 -0.19257
H -0.02666 1.14078 -1.23120
H -0.17898 1.37889 1.64013
H -0.87414 0.23072 0.90264
H -1.89467 -2.69141 -0.63997
H -0.89881 -1.66642 -0.27595
O -1.70922 -2.10704 0.10196
*
```


Entry two
Computed, not measured: a cluster of 2 separate species, C2H6NO3 in total, with ωB97M-V/def2-TZVPD.

Results
HOMO-LUMO gap	8.4	eV
LUMO level	4.24	eV
E_HOMO	-4.172	eV

ORCA input file:
```
! wB97M-V def2-TZVPD RIJCOSX def2/J DEFGRID3
* xyz -1 1
O -0.20255 0.41939 2.59884
C -0.12855 0.16213 1.38429
O -0.76534 -0.71730 0.73836
C 0.91729 0.98332 0.58110
N 0.88080 0.83875 -0.88491
H 0.85340 2.02345 0.84790
H 1.88570 0.59588 0.89478
H -0.07359 1.05974 -1.16117
H 0.90572 -0.16746 -1.04017
H -1.73463 -2.41276 -1.05480
H -1.19763 -0.97501 -1.21297
O -1.34062 -1.81013 -1.69123
*
```


Most stable: entry two (next structure +0.0032 hartree)


Entry one
Computed, not measured: a cluster of 4 separate species, C2H12N2O3 in total, with ωB97M-V/def2-TZVPD.

Results
HOMO-LUMO gap	9.9	eV
SMILES	[H]/N=C/NC.O.O.O
LUMO level	0.53	eV
E_HOMO	-9.364	eV

ORCA input file:
```
! wB97M-V def2-TZVPD RIJCOSX def2/J DEFGRID3
* xyz 0 1
C -0.57946 -3.49195 -1.29536
N 0.40373 -2.80418 -0.33473
C -0.08638 -2.48881 0.90526
N 0.64275 -1.93549 1.78482
H -1.28113 -3.97699 -0.61164
H -0.13651 -4.21673 -2.03075
H -1.05968 -2.69891 -1.81205
H 1.04844 -2.09034 -0.76690
H -1.19650 -2.69483 1.09650
H 0.28152 -2.24390 2.67130
H -1.37856 2.63989 -0.49453
H -0.39305 2.84257 0.67710
O -1.08477 3.31950 0.13060
H -0.15799 6.30233 -1.10539
H 0.08633 4.66135 -1.37690
O 0.27337 5.65207 -1.65138
H 1.37014 0.39184 1.01826
H 1.82745 1.45804 2.06405
O 1.42029 1.37453 1.13172
*
```


Entry two
Computed, not measured: a cluster of 4 separate species, C2H12N2O3 in total, with ωB97M-V/def2-TZVPD.

Results
HOMO-LUMO gap	10.0	eV
SMILES	C/N=C\N.O.O.O
LUMO level	0.53	eV
E_HOMO	-9.446	eV

ORCA input file:
```
! wB97M-V def2-TZVPD RIJCOSX def2/J DEFGRID3
* xyz 0 1
C -1.45139 1.02687 -0.09078
N -1.67268 -0.27004 -2.58488
C -1.56534 -0.89977 -1.35712
N -1.73784 -0.42982 -0.19155
H -1.90685 1.46843 0.80214
H -1.89480 1.69525 -0.83121
H -0.39731 1.16102 -0.32608
H -2.10947 0.61012 -2.76216
H -1.73478 -0.84476 -3.40375
H -1.63147 -1.98996 -1.43036
H 1.59870 1.21976 0.98908
H 1.88248 0.24376 2.06566
O 1.91775 1.19058 1.90300
H -1.99784 -0.59593 2.04466
H -3.35488 -0.75773 1.51448
O -2.90637 -0.69865 2.36081
H 6.77895 -0.50911 0.99114
H 6.26627 -0.99626 -0.25458
O 5.91687 -0.62377 0.56152
*
```


Most stable: entry two (next structure +0.0044 hartree)


Entry one
Computed, not measured: a structure of composition C28H26BN5O6PSTa, with ωB97M-V/def2-TZVPD.

Results
HOMO-LUMO gap	7.8	eV
LUMO level	-1.19	eV
E_HOMO	-9.007	eV

ORCA input file:
```
! wB97M-V def2-TZVPD RIJCOSX def2/J DEFGRID3
* xyz 0 1
Ta -0.04621 0.67621 0.18855
O 1.74884 -0.25957 3.81845
C 1.74676 -0.01829 2.64871
O 0.60291 0.04155 1.92617
C 3.00435 0.19772 1.83003
P 2.60446 -0.13131 0.08631
C 2.75433 -1.93118 -0.07735
C 2.62869 -2.76545 1.03032
C 2.61215 -4.14500 0.86846
C 2.71771 -4.69979 -0.39675
C 2.84560 -3.87403 -1.50665
C 2.85982 -2.49924 -1.34903
C 3.96384 0.54354 -0.90809
C 5.13776 -0.19084 -1.09091
C 6.20429 0.36008 -1.78196
C 6.11189 1.64610 -2.29552
C 4.95346 2.38418 -2.10938
C 3.88275 1.83955 -1.41649
H 3.81768 -0.40948 2.22413
H 3.27527 1.25234 1.90365
H 2.54437 -2.35767 2.02990
H 2.51758 -4.78310 1.73684
H 2.70136 -5.77414 -0.52083
H 2.92792 -4.30174 -2.49671
H 2.95749 -1.86193 -2.21881
H 5.22443 -1.19095 -0.69013
H 7.10999 -0.21630 -1.91494
H 6.94515 2.07287 -2.83798
H 4.87700 3.38883 -2.50267
H 2.98809 2.42101 -1.27758
B -3.66253 1.22348 0.27096
N -3.01751 1.26912 -1.13390
C -3.60821 1.61312 -2.27791
C -2.64176 1.74825 -3.25809
C -1.45330 1.46039 -2.60862
N -1.68855 1.17369 -1.32061
N -3.11148 -0.05688 0.97769
C -3.82499 -0.93732 1.66294
C -2.96577 -1.78328 2.35709
C -1.70636 -1.32918 2.03506
N -1.79237 -0.27395 1.19184
H -4.85345 1.09360 0.15032
H -3.33193 2.18581 0.91560
H -4.67547 1.74681 -2.31113
H -2.77982 2.01208 -4.29110
H -0.45087 1.44765 -2.99721
H -4.89976 -0.89326 1.63072
H -3.22280 -2.59887 3.00821
H -0.75259 -1.69625 2.36313
C -0.09022 -1.09008 -1.16398
C -1.29812 -1.63044 -1.85924
C -1.43802 -1.47891 -3.23900
C -2.53993 -1.97063 -3.91244
C -3.53754 -2.64089 -3.21135
C -3.40450 -2.82190 -1.83701
C -2.29683 -2.32501 -1.17652
C -4.69419 -3.15158 -3.90338
N -5.61638 -3.55866 -4.45476
H 0.68980 -0.90292 -1.91096
H 0.31847 -1.86688 -0.50533
H -0.66885 -0.95951 -3.79746
H -2.63491 -1.83678 -4.98179
H -4.17082 -3.35547 -1.29075
H -2.20646 -2.49058 -0.11158
O 0.77629 2.10960 -1.06864
S 0.66992 3.14002 0.09922
O 0.75491 4.49025 -0.30964
O 1.67264 2.61619 1.03745
O -0.67097 2.67512 0.65659
*
```


Entry two
Computed, not measured: a structure of composition C28H26BN5O6PSTa, with ωB97M-V/def2-TZVPD.

Results
HOMO-LUMO gap	7.5	eV
LUMO level	-1.23	eV
E_HOMO	-8.756	eV

ORCA input file:
```
! wB97M-V def2-TZVPD RIJCOSX def2/J DEFGRID3
* xyz 0 1
Ta -0.40900 -0.11994 0.47904
O 2.13039 -3.27502 -0.18449
C 1.84588 -2.21628 0.29290
O 0.77774 -1.50197 -0.08552
C 2.68301 -1.51664 1.35406
P 2.24709 0.26984 1.27600
C 3.35983 0.84326 -0.06341
C 4.08043 -0.02864 -0.87710
C 4.91767 0.46613 -1.86742
C 5.03593 1.83190 -2.06994
C 4.27185 2.70689 -1.31107
C 3.42865 2.21388 -0.32990
C 2.97948 0.93886 2.82524
C 3.96143 1.92836 2.85202
C 4.43542 2.41612 4.06040
C 3.94893 1.91991 5.25858
C 2.98295 0.92577 5.24387
C 2.49171 0.44787 4.04011
H 3.74224 -1.72674 1.24198
H 2.35358 -1.89365 2.31694
H 4.00120 -1.10127 -0.76191
H 5.47961 -0.22376 -2.48326
H 5.70942 2.21421 -2.82556
H 4.32468 3.77314 -1.48880
H 2.80455 2.89623 0.23519
H 4.38982 2.30576 1.93822
H 5.18917 3.19289 4.06022
H 4.32389 2.30293 6.19861
H 2.60134 0.52546 6.17382
H 1.72148 -0.30638 4.04647
B -3.64180 -0.92820 -0.92999
N -3.51628 0.44378 -0.22499
C -4.54568 1.19464 0.15718
C -4.07587 2.24012 0.94044
C -2.70765 2.04722 0.97647
N -2.37004 0.96323 0.25681
N -2.44471 -1.08612 -1.89177
C -2.48428 -1.62989 -3.10231
C -1.18390 -1.76920 -3.57656
C -0.39405 -1.27380 -2.55839
N -1.16648 -0.85046 -1.54042
H -4.65166 -0.93561 -1.57319
H -3.59286 -1.80496 -0.10984
H -5.54987 0.93440 -0.13046
H -4.64070 3.02417 1.41197
H -1.95313 2.61524 1.49015
H -3.42480 -1.88914 -3.55749
H -0.86620 -2.18144 -4.51754
H 0.67737 -1.18372 -2.50436
C 0.27690 1.71817 -0.85750
C -0.69746 2.32948 -1.81176
C -1.46717 3.44518 -1.47300
C -2.44604 3.93266 -2.31618
C -2.65002 3.34262 -3.56276
C -1.81300 2.30320 -3.96660
C -0.84901 1.82036 -3.10477
C -3.68414 3.81416 -4.42874
N -4.51688 4.18922 -5.12810
H 0.58244 2.48122 -0.13116
H 1.16911 1.42466 -1.41693
H -1.29719 3.93988 -0.52650
H -3.05736 4.77511 -2.02069
H -1.92053 1.88245 -4.95784
H -0.19789 1.02229 -3.43201
O -0.59367 0.80981 2.21077
S -0.96285 -0.56616 2.79416
O -1.57560 -0.49585 4.06741
O 0.30050 -1.29421 2.67787
O -1.80907 -1.11989 1.68376
*
```


Most stable: entry one (next structure +0.0308 hartree)


Entry one
Computed, not measured: a structure of composition C2H3BF2O, with ωB97M-V/def2-TZVPD.

Results
HOMO-LUMO gap	11.2	eV
LUMO level	-0.72	eV
E_HOMO	-11.940	eV

ORCA input file:
```
! wB97M-V def2-TZVPD RIJCOSX def2/J DEFGRID3
* xyz 0 1
B 1.04343 -0.12087 -0.93013
C -1.34982 0.17758 0.43611
C 0.08081 -0.20216 0.32929
O -1.91007 1.04011 1.01883
F -2.09611 -0.73531 -0.20515
F 1.11969 0.98416 0.86178
H 0.83044 0.70171 -1.62965
H 2.05794 -0.85113 -1.07327
H 0.22369 -0.99410 1.19220
*
```


Entry two
Computed, not measured: a structure of composition C2H3BF2O, with ωB97M-V/def2-TZVPD.

Results
HOMO-LUMO gap	9.6	eV
LUMO level	-1.14	eV
E_HOMO	-10.741	eV

ORCA input file:
```
! wB97M-V def2-TZVPD RIJCOSX def2/J DEFGRID3
* xyz 0 1
B 0.46237 -1.43516 -0.06654
C -0.52843 1.02271 -0.46833
C 0.16464 0.47294 0.72432
O -0.34789 1.66495 -1.45529
F -1.79155 0.68110 -0.27065
F 1.37254 1.09404 0.91451
H -0.44181 -2.09356 -0.47048
H 1.55214 -1.72799 -0.44746
H -0.44201 0.32097 1.53991
*
```


Most stable: entry one (next structure +0.0261 hartree)


Entry one
Computed, not measured: a cluster of 3 separate species, C8H16O2 in total, with ωB97M-V/def2-TZVPD.

Results
HOMO-LUMO gap	9.8	eV
SMILES	C=C(C)C.C=CC.O=CO
LUMO level	0.69	eV
E_HOMO	-9.101	eV

ORCA input file:
```
! wB97M-V def2-TZVPD RIJCOSX def2/J DEFGRID3
* xyz 0 1
C 0.05549 1.26737 1.34811
C -0.33086 2.02210 0.30002
C -0.93042 0.64124 2.28806
C 1.49791 1.13712 1.73604
H 0.33714 -0.85325 0.27781
H 1.70388 1.72916 2.62915
H -1.37054 2.29031 0.17410
H 0.36364 2.70994 -0.15881
H 0.13958 0.97525 -1.30188
H -0.77355 -0.43450 2.35128
H -0.79847 1.04498 3.29460
H -1.96045 0.83764 1.98113
H 1.74118 0.09966 1.96782
H 2.15083 1.47449 0.93597
C -1.46646 -1.59837 -0.71720
C 0.74335 0.40750 -2.15901
C 0.01634 -1.54507 -0.50807
C 0.87826 -2.38710 -1.06170
O 0.03434 0.01379 -3.23002
O 1.93051 0.50374 -2.17720
H -0.90974 -0.05472 -3.04092
H -1.94759 -2.09105 0.13070
H -1.72049 -2.15294 -1.62002
H -1.88712 -0.59249 -0.77813
H 0.57115 -3.09505 -1.81790
H 1.93210 -2.34976 -0.84392
*
```


Entry two
Computed, not measured: a cluster of 2 separate species, C8H16O2 in total, with ωB97M-V/def2-TZVPD.

Results
HOMO-LUMO gap	10.3	eV
SMILES	CCC(C)=O.CCC(C)=O
LUMO level	0.52	eV
E_HOMO	-9.746	eV

ORCA input file:
```
! wB97M-V def2-TZVPD RIJCOSX def2/J DEFGRID3
* xyz 0 1
O 2.01261 2.44622 2.59343
C 1.36838 1.37596 2.43692
C -0.11211 1.36519 2.62379
C 3.50541 -0.12004 2.16192
C 2.04081 0.05469 1.99700
H -0.46343 0.53223 3.25573
H -0.52846 1.23781 1.61036
H -0.49325 2.31093 3.04442
H 3.75526 -0.01054 3.23065
H 3.98449 0.70115 1.60269
H 3.91610 -1.07799 1.80097
H 1.97470 -0.13947 0.90917
H 1.59426 -0.81198 2.52132
O -2.84633 0.90695 -2.16566
C -2.42688 -0.26021 -1.91545
C -2.48049 -0.77656 -0.50526
C -0.72707 -0.27412 -3.82652
C -1.66712 -1.04253 -2.92159
H -3.31808 -1.48199 -0.37333
H -2.57558 0.02669 0.24463
H -1.53502 -1.31547 -0.32558
H -0.48520 0.72837 -3.43522
H -1.21482 -0.15995 -4.80921
H 0.21299 -0.83462 -3.96335
H -2.38661 -1.63721 -3.51668
H -1.10460 -1.74341 -2.27523
*
```


Entry three
Computed, not measured: the molecule C8H16O2, with ωB97M-V/def2-TZVPD.

Results
HOMO-LUMO gap	10.0	eV
SMILES	C=C(C)[C@@](C)(O)[C@H](C)CO
LUMO level	0.75	eV
E_HOMO	-9.232	eV

ORCA input file:
```
! wB97M-V def2-TZVPD RIJCOSX def2/J DEFGRID3
* xyz 0 1
C 0.80058 -0.20979 0.32290
C -0.39110 0.44577 1.00197
C -0.04869 2.06574 1.25551
C 1.27961 -1.42076 1.11989
C -1.78794 0.36825 0.40857
C -0.33315 -2.10788 -1.29961
C 0.24726 -0.73306 -1.16157
C 0.41183 0.04224 -2.22359
O 1.93251 0.58481 0.15051
O 0.09982 2.78140 0.04252
H 1.67652 1.40906 -0.29019
H -0.73222 2.74975 -0.44139
H -0.45351 0.05779 2.02236
H -0.86095 2.48934 1.86004
H 0.88262 2.19679 1.80847
H 1.74740 -1.06633 2.03629
H 0.46276 -2.08753 1.37727
H 2.02653 -1.96469 0.54767
H -2.47327 0.98095 0.99445
H -2.17321 -0.64674 0.46550
H -1.83063 0.73862 -0.61332
H -0.68726 -2.27651 -2.31662
H 0.42023 -2.86897 -1.09627
H -1.15115 -2.27992 -0.60265
H 0.20044 -0.31734 -3.22148
H 0.73499 1.06899 -2.14722
*
```


Most stable: entry two (next structure +0.0122 hartree)